102
Properties=species:S:1:pos:R:3:forces:R:3:lowdin_charge:R:1 method="wB97M-V/def2-TZVPD" e_lumo_ev=-6.86 fmax_ha_per_bohr=0.0134 charge=+2 de_lowest_kcal_mol=3.55
Sn -0.090 0.572 1.860 0.7 0.0 0.1 1.144
F -4.387 2.420 -0.636 0.0 0.0 0.0 0.125
C -4.081 3.637 -0.186 0.0 0.0 0.0 -0.598
F -3.902 4.430 -1.261 0.0 0.0 0.0 0.152
F -5.132 4.105 0.488 0.0 0.0 0.0 0.179
C -2.834 3.689 0.672 0.0 0.1 0.0 -0.093
C -2.528 4.932 1.223 0.0 -0.1 0.0 0.042
C -1.378 5.095 1.968 0.1 0.0 0.0 0.005
C -0.558 3.995 2.159 0.0 0.1 0.0 -0.094
N -0.856 2.805 1.647 0.0 -0.1 0.1 -0.067
C -1.965 2.633 0.910 -0.1 0.1 0.0 -0.590
S -2.184 0.972 0.361 -0.1 -0.2 0.0 0.699
H -3.200 5.764 1.056 0.0 0.0 0.0 0.146
H -1.114 6.051 2.397 0.0 0.0 0.0 0.128
H 0.353 4.059 2.736 0.0 0.0 0.0 0.089
C -2.036 -4.527 -3.551 0.0 0.0 0.0 -0.381
S -2.262 -2.757 -3.286 0.0 0.0 0.0 0.825
C -1.232 -2.150 -4.645 0.0 0.1 0.0 -0.458
C 0.271 -2.122 -4.356 0.0 0.0 0.0 -0.220
C 0.809 -0.800 -3.816 0.0 0.0 0.0 -0.185
N 0.441 -0.464 -2.426 0.1 0.0 -0.3 -0.334
P 0.765 -0.993 -0.870 -0.2 -0.3 -0.4 0.923
C -0.017 -2.541 -0.433 0.0 0.0 0.1 -0.366
C 0.610 -3.757 -0.719 0.0 0.0 0.0 -0.085
C -0.015 -4.944 -0.378 0.0 0.0 -0.1 -0.047
C -1.259 -4.925 0.242 0.0 0.0 0.0 -0.038
C -1.896 -3.720 0.503 0.0 0.0 0.0 -0.060
C -1.274 -2.530 0.162 0.0 0.0 0.0 -0.154
C 2.535 -1.202 -0.699 0.0 0.1 0.3 -0.329
C 3.043 -2.039 0.301 0.0 0.1 -0.1 -0.087
C 4.411 -2.216 0.420 0.0 0.0 0.0 -0.048
C 5.277 -1.545 -0.434 0.0 0.0 0.0 -0.038
C 4.780 -0.690 -1.409 0.0 0.0 0.0 -0.048
C 3.413 -0.508 -1.536 0.0 0.0 -0.1 -0.096
P -0.585 0.633 -1.688 -0.1 0.4 0.2 0.845
C 0.188 2.230 -1.389 0.1 0.1 0.0 -0.350
C -0.525 3.405 -1.652 0.0 -0.1 -0.1 -0.091
C 0.042 4.638 -1.375 0.0 0.0 0.0 -0.044
C 1.312 4.714 -0.816 0.0 0.0 0.0 -0.044
C 2.013 3.555 -0.523 0.0 -0.1 0.0 -0.051
C 1.451 2.316 -0.801 0.0 0.0 0.0 -0.116
C -1.952 0.868 -2.827 -0.1 -0.1 0.0 -0.367
C -3.189 0.250 -2.661 0.1 0.0 0.0 -0.161
C -4.154 0.368 -3.648 0.0 0.0 0.0 -0.051
C -3.892 1.106 -4.793 0.0 0.0 0.0 -0.036
C -2.662 1.728 -4.961 0.0 0.0 0.0 -0.048
C -1.688 1.610 -3.984 0.0 0.0 0.0 -0.108
H -2.592 -5.048 -2.775 0.0 0.0 0.0 0.034
H -0.988 -4.813 -3.481 0.0 0.0 0.0 0.033
H -2.435 -4.812 -4.523 0.0 0.0 0.0 0.044
H -1.597 -1.153 -4.900 0.0 0.0 0.0 0.063
H -1.440 -2.787 -5.505 0.0 0.0 0.0 0.084
H 0.813 -2.294 -5.289 0.0 0.0 0.0 0.124
H 0.546 -2.945 -3.690 0.0 0.0 0.0 0.096
H 0.442 0.021 -4.434 0.0 0.0 0.0 0.113
H 1.896 -0.793 -3.888 0.0 0.0 0.0 0.109
H 1.580 -3.779 -1.199 0.0 0.0 0.0 0.116
H 0.469 -5.887 -0.595 0.0 0.0 0.0 0.122
H -1.736 -5.856 0.517 0.0 0.0 0.0 0.122
H -2.870 -3.710 0.972 0.0 0.0 0.0 0.115
H -1.783 -1.592 0.352 0.0 0.0 0.0 0.021
H 2.373 -2.556 0.971 0.0 0.0 0.0 0.091
H 4.804 -2.879 1.180 0.0 0.0 0.0 0.122
H 6.345 -1.686 -0.337 0.0 0.0 0.0 0.123
H 5.456 -0.167 -2.072 0.0 0.0 0.0 0.120
H 3.036 0.170 -2.290 0.0 0.0 0.0 0.100
H -1.514 3.359 -2.089 0.0 0.0 0.0 0.106
H -0.506 5.542 -1.606 0.0 0.0 0.0 0.125
H 1.755 5.681 -0.612 0.0 0.0 0.0 0.121
H 3.000 3.607 -0.081 0.0 0.0 0.0 0.118
H 2.015 1.429 -0.556 0.0 -0.1 0.0 0.056
H -3.403 -0.330 -1.775 0.0 0.0 0.0 0.078
H -5.111 -0.118 -3.520 0.0 0.0 0.0 0.124
H -4.652 1.202 -5.557 0.0 0.0 0.0 0.121
H -2.461 2.310 -5.851 0.0 0.0 0.0 0.120
H -0.733 2.105 -4.118 0.0 0.0 0.0 0.115
Cl -2.555 -1.328 3.189 0.1 0.2 0.2 0.707
C -1.718 -0.363 4.381 0.1 0.0 -0.2 -0.700
C -0.691 0.459 3.941 -0.4 -0.1 -0.1 -0.423
C 0.035 1.155 4.883 0.0 0.0 0.1 -0.675
Cl 1.360 2.133 4.315 0.0 0.0 0.1 0.754
C -0.246 1.078 6.243 0.0 0.0 0.0 -0.696
Cl 0.684 1.957 7.379 0.0 0.0 0.0 0.740
C -1.305 0.264 6.661 0.0 0.0 0.0 -0.686
Cl -1.684 0.155 8.322 0.0 0.0 0.0 0.752
C -2.047 -0.469 5.727 0.0 0.0 0.0 -0.697
Cl -3.326 -1.484 6.236 0.0 0.0 0.0 0.741
C 3.889 0.963 2.145 0.0 0.0 0.0 -0.068
C 3.729 -0.075 3.235 0.0 0.0 -0.1 -0.286
O 2.520 -0.793 3.020 -0.1 0.0 0.0 -0.274
C 2.436 -1.945 3.851 0.0 -0.1 0.0 -0.259
C 1.113 -2.639 3.617 0.0 0.0 0.0 -0.046
H 4.760 1.587 2.352 0.0 0.0 0.0 0.094
H 3.007 1.607 2.095 0.0 0.0 0.0 0.025
H 4.032 0.488 1.175 0.0 0.0 0.0 0.054
H 3.709 0.391 4.226 0.0 0.0 0.0 0.108
H 4.576 -0.772 3.217 0.0 0.0 0.0 0.124
H 2.547 -1.653 4.902 0.0 0.0 0.0 0.132
H 3.271 -2.619 3.616 0.0 0.0 0.0 0.122
H 0.280 -2.029 3.967 0.0 0.0 0.0 0.047
H 1.084 -3.585 4.157 0.0 0.0 0.0 0.096
H 0.963 -2.853 2.555 0.0 0.0 0.0 0.060